# 1
{"formula": "C41H61F4N3O2PSi4Sn", "method": "ωB97M-V/def2-TZVPD", "elements": ["Sn", "C", "N", "C", "C", "C", "N", "C", "C", "F", "C", "F", "C", "C", "F", "C", "F", "H", "H", "H", "H", "H", "H", "H", "H", "H", "H", "H", "O", "N", "C", "C", "C", "C", "C", "C", "C", "P", "C", "C", "C", "C", "C", "C", "C", "C", "C", "C", "C", "C", "H", "H", "H", "H", "H", "H", "H", "H", "H", "H", "H", "H", "H", "H", "H", "H", "C", "C", "C", "O", "H", "H", "H", "H", "H", "H", "H", "C", "Si", "C", "C", "Si", "Si", "C", "C", "C", "Si", "C", "C", "C", "H", "H", "H", "H", "H", "H", "H", "H", "H", "H", "H", "H", "H", "H", "H", "H", "H", "H", "H", "H", "H", "H", "H", "H", "H", "H", "H"], "positions_angstrom": [[-1.46, -0.34, -0.22], [0.58, -0.02, 4.14], [-0.21, 0.83, 3.27], [0.52, 1.25, 2.10], [-1.58, 0.41, 3.04], [-1.79, -1.07, 2.78], [-1.23, -1.50, 1.49], [-0.80, -2.81, 1.41], [0.04, -3.16, 0.37], [0.32, -2.15, -0.50], [0.53, -4.42, 0.12], [1.28, -4.61, -0.97], [0.21, -5.45, 0.97], [-0.61, -5.15, 2.04], [-0.96, -6.11, 2.89], [-1.13, -3.88, 2.26], [-1.99, -3.74, 3.27], [0.05, -0.21, 5.07], [1.51, 0.50, 4.39], [0.86, -0.98, 3.68], [1.34, 1.92, 2.39], [-0.14, 1.81, 1.44], [0.97, 0.42, 1.52], [-2.00, 1.00, 2.22], [-2.19, 0.67, 3.91], [-2.86, -1.31, 2.84], [-1.32, -1.62, 3.59], [0.57, -6.46, 0.81], [1.88, -0.85, -2.32], [0.97, 0.08, -1.85], [1.53, 1.14, -1.43], [2.98, 1.42, -1.33], [3.43, 2.54, -2.02], [4.78, 2.87, -2.04], [5.68, 2.07, -1.34], [5.23, 0.98, -0.62], [3.88, 0.63, -0.60], [3.28, -0.69, 0.53], [4.37, -0.34, 1.96], [5.21, -1.28, 2.56], [5.94, -0.95, 3.70], [5.86, 0.32, 4.25], [5.04, 1.27, 3.65], [4.30, 0.93, 2.52], [3.96, -2.24, -0.14], [4.65, -2.34, -1.35], [5.08, -3.57, -1.82], [4.83, -4.72, -1.08], [4.14, -4.64, 0.12], [3.70, -3.41, 0.58], [1.34, -1.60, -2.60], [0.83, 1.92, -1.17], [2.72, 3.16, -2.56], [5.12, 3.73, -2.59], [6.73, 2.32, -1.34], [5.93, 0.40, -0.04], [5.32, -2.27, 2.14], [6.59, -1.69, 4.15], [6.44, 0.58, 5.12], [4.98, 2.27, 4.05], [3.68, 1.69, 2.06], [4.85, -1.45, -1.93], [5.61, -3.63, -2.75], [5.18, -5.68, -1.44], [3.95, -5.53, 0.71], [3.14, -3.36, 1.51], [-1.73, -3.32, -2.79], [-2.85, -2.77, -1.93], [-3.33, -3.73, -0.87], [-2.51, -1.47, -1.41], [-2.03, -4.26, -3.27], [-0.84, -3.53, -2.21], [-1.47, -2.61, -3.58], [-3.70, -2.54, -2.58], [-2.53, -4.03, -0.19], [-3.71, -4.64, -1.34], [-4.14, -3.29, -0.28], [-5.55, 0.14, -1.58], [-4.79, 1.26, -0.30], [-4.85, 0.53, 1.42], [-5.69, 2.92, -0.31], [-2.55, 1.90, -0.86], [-1.73, 3.78, 0.37], [-2.71, 5.14, -0.50], [0.10, 4.14, 0.15], [-2.27, 3.71, 2.17], [-2.23, 2.03, -3.23], [-3.65, 3.16, -3.74], [-0.59, 2.85, -3.65], [-2.41, 0.40, -4.12], [-6.53, -0.19, -1.21], [-4.94, -0.74, -1.76], [-5.70, 0.67, -2.52], [-5.88, 0.56, 1.77], [-4.23, 1.06, 2.15], [-4.55, -0.53, 1.42], [-6.75, 2.73, -0.15], [-5.59, 3.44, -1.27], [-5.35, 3.58, 0.48], [-2.50, 5.19, -1.57], [-2.41, 6.10, -0.06], [-3.79, 5.03, -0.36], [0.32, 4.42, -0.88], [0.75, 3.32, 0.45], [0.35, 5.00, 0.78], [-3.30, 3.38, 2.27], [-2.22, 4.73, 2.57], [-1.65, 3.08, 2.82], [-3.58, 4.16, -3.30], [-4.62, 2.73, -3.49], [-3.62, 3.28, -4.83], [-0.24, 3.55, -2.89], [-0.72, 3.41, -4.58], [0.19, 2.10, -3.81], [-3.42, -0.01, -4.03], [-1.71, -0.35, -3.76], [-2.20, 0.60, -5.18]], "lowdin_charge": [1.238, -0.076, -0.244, -0.147, -0.228, -0.211, -0.109, -0.187, -0.181, -0.012, -0.235, 0.110, 0.088, -0.206, 0.118, -0.143, 0.102, 0.096, 0.088, 0.088, 0.091, 0.003, 0.029, 0.046, 0.137, 0.112, 0.108, 0.145, -0.028, -0.029, -0.150, -0.203, -0.026, -0.058, -0.051, -0.077, -0.317, 1.122, -0.372, -0.080, -0.073, -0.082, -0.079, -0.123, -0.380, -0.080, -0.069, -0.077, -0.088, -0.145, 0.100, 0.082, 0.114, 0.111, 0.113, 0.120, 0.093, 0.107, 0.106, 0.106, 0.094, 0.101, 0.107, 0.107, 0.109, 0.109, -0.029, -0.490, -0.026, -0.416, 0.095, 0.058, 0.073, 0.130, 0.064, 0.094, 0.086, -0.184, 0.368, -0.197, -0.209, 0.430, 0.379, -0.207, -0.198, -0.190, 0.373, -0.207, -0.201, -0.194, 0.048, 0.006, 0.033, 0.048, 0.014, 0.027, 0.044, 0.026, 0.023, 0.021, 0.046, 0.018, 0.025, -0.005, 0.052, 0.027, 0.047, 0.019, 0.021, 0.019, 0.044, 0.006, 0.043, 0.025, 0.037, 0.004, 0.048], "relative_energy_kj_mol": 0.0, "total_charge": 1, "gap_ev": 6.564, "lumo_ev": -3.54, "total_energy_ha": -4026.54474}

***

# 2
{"formula": "C41H62BN6PS3W", "method": "ωB97M-V/def2-TZVPD", "elements": ["W", "C", "C", "C", "C", "N", "N", "B", "N", "N", "C", "C", "C", "C", "C", "S", "C", "C", "C", "C", "N", "N", "C", "C", "C", "C", "C", "S", "C", "C", "C", "C", "C", "S", "C", "C", "C", "C", "H", "H", "H", "H", "H", "H", "H", "H", "H", "H", "H", "H", "H", "H", "H", "H", "H", "H", "H", "H", "H", "H", "H", "H", "H", "H", "H", "H", "H", "H", "H", "H", "H", "H", "H", "H", "H", "H", "H", "C", "C", "C", "C", "P", "C", "C", "C", "C", "C", "C", "C", "C", "C", "C", "H", "H", "H", "H", "H", "H", "H", "H", "H", "H", "H", "H", "H", "H", "H", "H", "H", "H", "H", "H", "H", "H", "H"], "positions_angstrom": [[0.13, 0.02, 0.12], [-0.93, 2.98, -4.02], [-0.85, 1.51, -3.97], [-1.19, 0.71, -5.05], [-1.12, -0.69, -4.91], [-0.72, -1.23, -3.78], [-0.38, -0.50, -2.73], [0.04, -1.49, -1.55], [1.37, -2.21, -1.91], [1.40, -3.32, -2.63], [2.54, -3.93, -2.86], [3.75, -3.45, -2.30], [3.77, -2.24, -1.64], [5.01, -1.63, -1.10], [2.51, -1.62, -1.48], [2.38, -0.05, -0.77], [2.63, -5.13, -3.78], [3.22, -6.33, -3.04], [3.56, -4.74, -4.95], [1.28, -5.49, -4.39], [-1.14, -2.49, -1.31], [-1.03, -3.76, -1.58], [-2.01, -4.61, -1.30], [-3.22, -4.14, -0.75], [-3.36, -2.80, -0.45], [-4.58, -2.24, 0.19], [-2.25, -1.98, -0.73], [-2.22, -0.31, -0.29], [-1.78, -6.07, -1.61], [-1.97, -6.22, -3.12], [-2.78, -7.00, -0.91], [-0.36, -6.46, -1.16], [-0.45, 0.85, -2.76], [-0.11, 1.86, -1.41], [-1.49, -1.65, -6.02], [-2.50, -2.66, -5.44], [-2.11, -0.98, -7.24], [-0.18, -2.34, -6.43], [-1.28, 3.32, -5.00], [-1.61, 3.36, -3.26], [0.05, 3.43, -3.83], [-1.50, 1.16, -5.97], [4.66, -4.02, -2.42], [5.87, -2.25, -1.32], [5.18, -0.64, -1.53], [4.94, -1.50, -0.02], [4.26, -6.18, -2.76], [2.66, -6.54, -2.12], [3.18, -7.21, -3.68], [4.56, -4.50, -4.59], [3.66, -5.57, -5.64], [3.16, -3.89, -5.49], [0.63, -5.91, -3.63], [0.81, -4.62, -4.84], [1.40, -6.25, -5.17], [-4.02, -4.83, -0.53], [-5.39, -2.96, 0.21], [-4.36, -1.94, 1.22], [-4.92, -1.34, -0.33], [-3.00, -6.01, -3.42], [-1.32, -5.53, -3.66], [-1.74, -7.24, -3.42], [-3.79, -6.87, -1.29], [-2.51, -8.04, -1.09], [-2.77, -6.85, 0.17], [0.36, -5.73, -1.54], [-0.29, -6.48, -0.08], [-0.12, -7.45, -1.54], [-3.43, -2.16, -5.19], [-2.71, -3.43, -6.17], [-2.09, -3.11, -4.53], [-3.01, -0.43, -6.98], [-1.39, -0.33, -7.75], [-2.40, -1.74, -7.96], [0.29, -2.78, -5.55], [-0.40, -3.12, -7.16], [0.51, -1.64, -6.88], [0.74, -1.88, 4.54], [0.67, -1.52, 3.06], [-0.37, -2.38, 2.33], [2.03, -1.74, 2.40], [0.05, 0.23, 2.64], [-1.50, 0.43, 3.59], [-2.75, 0.58, 3.00], [-3.89, 0.73, 3.77], [-3.79, 0.76, 5.16], [-2.55, 0.62, 5.76], [-1.40, 0.48, 4.99], [1.14, 1.75, 3.06], [0.19, 2.94, 3.11], [1.92, 1.60, 4.35], [2.10, 1.92, 1.87], [1.06, -2.92, 4.63], [-0.23, -1.80, 5.03], [1.46, -1.27, 5.07], [-0.14, -3.44, 2.46], [-0.35, -2.14, 1.25], [-1.38, -2.21, 2.72], [2.32, -2.78, 2.51], [2.81, -1.14, 2.85], [1.96, -1.52, 1.32], [-2.85, 0.61, 1.92], [-4.86, 0.83, 3.30], [-4.67, 0.90, 5.76], [-2.47, 0.61, 6.84], [-0.45, 0.43, 5.48], [-0.43, 2.93, 4.00], [-0.45, 2.98, 2.23], [0.78, 3.86, 3.15], [1.28, 1.49, 5.22], [2.50, 2.51, 4.52], [2.63, 0.77, 4.32], [1.54, 2.05, 0.93], [2.82, 1.10, 1.79], [2.68, 2.83, 2.02]], "lowdin_charge": [0.937, -0.034, -0.208, 0.148, -0.146, 0.195, -0.006, -0.649, 0.011, 0.202, -0.152, 0.128, -0.205, -0.021, -0.510, 0.836, -0.534, -0.008, -0.010, -0.032, -0.004, 0.208, -0.144, 0.142, -0.201, -0.016, -0.506, 0.874, -0.527, -0.016, -0.030, -0.031, -0.537, 0.810, -0.535, -0.019, -0.031, -0.013, 0.113, 0.100, 0.107, 0.144, 0.145, 0.110, 0.103, 0.097, 0.090, 0.086, 0.111, 0.088, 0.110, 0.094, 0.047, 0.060, 0.113, 0.142, 0.111, 0.099, 0.099, 0.100, 0.056, 0.112, 0.092, 0.110, 0.098, 0.045, 0.095, 0.108, 0.096, 0.106, 0.058, 0.101, 0.099, 0.111, 0.049, 0.111, 0.101, -0.041, -0.666, -0.073, -0.078, 1.111, -0.355, -0.116, -0.035, -0.009, -0.013, -0.085, -0.658, -0.059, -0.040, -0.119, 0.115, 0.086, 0.094, 0.120, 0.029, 0.101, 0.115, 0.095, 0.006, 0.018, 0.124, 0.133, 0.134, 0.096, 0.097, 0.087, 0.115, 0.084, 0.120, 0.086, 0.013, 0.062, 0.122], "relative_energy_kj_mol": 239.9, "total_charge": 4, "gap_ev": [5.048, 5.045], "lumo_ev": [-13.90, -13.91], "total_energy_ha": -3554.49295}